Entry 1:
The following is a DFT calculation (ωB97M-V/def2-TZVPD) of a structure of composition C32H32FFeN7O7S.

Geometry as ORCA input:
```
! RIJCOSX wB97M-V def2-TZVPD def2/J DEFGRID3
* xyz 1 6
Fe -1.21 1.70 -0.55
C 3.87 2.34 -0.80
N 2.92 3.45 -0.77
C 3.22 4.75 -0.39
C 2.08 5.45 -0.43
N 1.07 4.58 -0.83
C 1.61 3.35 -1.04
S 0.90 1.95 -1.68
C -0.30 4.95 -0.91
C -0.64 6.27 -1.11
C -1.98 6.62 -1.12
C -2.93 5.64 -0.93
C -2.51 4.34 -0.75
N -1.21 4.00 -0.74
H 4.87 2.73 -0.74
H 3.74 1.77 -1.72
H 3.69 1.67 0.05
H 4.22 5.07 -0.14
H 1.91 6.48 -0.17
H 0.13 7.02 -1.27
H -2.26 7.65 -1.28
H -3.99 5.87 -0.93
H -3.22 3.54 -0.60
O -4.47 1.18 -2.89
C -3.41 0.74 -2.56
O -2.52 1.44 -1.83
C -2.99 -0.66 -2.94
C -1.66 -0.96 -3.24
C -1.32 -2.27 -3.57
C -2.29 -3.26 -3.58
C -3.61 -2.95 -3.30
C -3.96 -1.64 -2.99
H -0.91 -0.19 -3.20
H -0.29 -2.50 -3.83
H -2.01 -4.28 -3.83
H -4.37 -3.72 -3.32
H -4.99 -1.38 -2.78
C 4.20 -4.43 -0.48
C 3.12 -4.90 0.49
N 1.81 -4.31 0.17
C 0.99 -5.01 -0.82
C 0.44 -6.34 -0.31
C 1.52 -3.11 0.72
O 2.30 -2.51 1.45
C 0.19 -2.48 0.41
C -1.03 -3.09 0.68
C -2.20 -2.39 0.47
C -2.12 -1.09 0.02
N -0.95 -0.49 -0.23
C 0.18 -1.17 -0.02
H 5.16 -4.90 -0.22
H 4.32 -3.35 -0.43
H 3.96 -4.71 -1.51
H 3.39 -4.59 1.49
H 3.02 -5.98 0.47
H 1.61 -5.19 -1.71
H 0.17 -4.37 -1.11
H 1.23 -7.07 -0.16
H -0.25 -6.76 -1.04
H -0.09 -6.21 0.64
H -1.06 -4.09 1.09
H -3.17 -2.83 0.66
H -3.02 -0.50 -0.14
H 1.11 -0.65 -0.22
F 2.11 3.39 5.04
C 1.46 2.29 4.66
C 0.14 2.31 4.50
N -0.58 1.18 4.13
C -1.85 1.35 3.45
C -1.62 1.62 1.96
O -2.59 1.71 1.17
O -0.44 1.76 1.55
C 0.08 -0.02 3.87
O -0.54 -1.01 3.51
N 1.44 0.01 4.03
C 2.24 1.10 4.35
O 3.45 1.04 4.33
H -0.43 3.21 4.66
H -2.37 2.20 3.88
H -2.45 0.46 3.54
H 1.92 -0.81 3.70
*
```

- highest occupied orbital energy (alpha / beta) (hartree) = -0.412 / -0.412
- E_LUMO (alpha / beta) (hartree) = -0.1093 / -0.1575
- frontier orbital gap (alpha / beta) (eV) = 8.2 / 6.9
- ⟨S²⟩ = 8.76
- maximum force (eV/A) = 0.96

---

Entry 2:
The following is a DFT calculation (ωB97M-V/def2-TZVPD) of an isolated molecule of C22H21ClN6O at a distorted geometry.

Geometry as ORCA input:
```
! RIJCOSX wB97M-V def2-TZVPD def2/J DEFGRID3
* xyz 0 1
C -4.53 -3.12 0.13
C -4.57 -1.64 0.04
N -3.48 -0.91 0.10
N -3.87 0.37 -0.01
C -2.96 1.39 0.02
N -3.22 2.67 0.09
N -2.04 3.32 0.12
C -1.07 2.45 0.11
N -1.60 1.18 0.04
N -1.03 -0.03 -0.13
C 0.01 -0.35 0.53
C 0.62 -1.65 0.32
C -0.02 -2.62 -0.45
C 0.58 -3.85 -0.67
C 1.82 -4.11 -0.12
C 2.47 -3.17 0.65
C 1.88 -1.93 0.88
O 2.46 -0.98 1.68
C 3.82 -0.62 1.45
C 3.87 0.66 0.66
C 4.00 1.88 1.31
C 3.99 3.07 0.60
C 3.84 3.06 -0.77
C 3.70 1.86 -1.44
C 3.71 0.67 -0.73
Cl 3.51 -0.82 -1.60
H 3.58 1.83 -2.51
H 3.84 3.98 -1.33
H 4.10 4.01 1.13
H 4.11 1.89 2.38
H 4.35 -1.42 0.93
H 4.27 -0.47 2.44
H 3.43 -3.40 1.09
H 2.29 -5.07 -0.28
H 0.08 -4.59 -1.26
H -0.99 -2.38 -0.85
H 0.49 0.30 1.27
C 0.37 2.77 0.09
H 0.50 3.77 -0.30
H 0.80 2.74 1.09
H 0.91 2.06 -0.54
C -5.23 0.48 -0.15
C -5.71 -0.81 -0.13
H -6.73 -1.12 -0.21
C -5.92 1.78 -0.29
H -6.98 1.62 -0.43
H -5.52 2.33 -1.14
H -5.75 2.40 0.59
H -3.51 -3.44 0.32
H -4.88 -3.57 -0.80
H -5.18 -3.47 0.93
*
```

- highest occupied orbital energy (hartree) = -0.302
- E_LUMO (hartree) = 0.0064
- SMILES = Cc1cc(C)n(-c2nnc(C)n2/N=C/c2ccccc2OCc2ccccc2Cl)n1
- frontier orbital gap (eV) = 8.4
- maximum force (eV/A) = 1.44

---

Entry 3:
The following is a DFT calculation (ωB97M-V/def2-TZVPD) of an isolated molecule of C4H7NO at a distorted geometry.

Geometry as ORCA input:
```
! RIJCOSX wB97M-V def2-TZVPD def2/J DEFGRID3
* xyz 0 1
C -0.65 1.36 0.32
C 0.25 0.29 -0.27
C -0.40 -1.06 -0.53
N -0.12 -0.11 -1.61
C 1.13 -0.37 0.74
O 2.31 -0.56 0.84
H -0.12 2.31 0.43
H -1.50 1.52 -0.35
H -1.01 1.07 1.31
H 0.28 -1.92 -0.55
H -1.04 -1.18 0.41
H 0.63 -0.45 -2.22
H 0.23 -0.88 1.48
*
```

- ΔE to the lowest compared entry with this formula, charge and spin (eV) = 4.9745
- highest occupied orbital energy (hartree) = -0.345
- E_LUMO (hartree) = 0.0343
- SMILES = C[C@@]1(C=O)CN1
- frontier orbital gap (eV) = 10.3
- maximum force (eV/A) = 3.05

---

Entry 4:
The following is a DFT calculation (ωB97M-V/def2-TZVPD) of a structure of composition C38H39CrNOP2Si at a distorted geometry.

Geometry as ORCA input:
```
! RIJCOSX wB97M-V def2-TZVPD def2/J DEFGRID3
* xyz 1 4
C -1.34 3.39 -4.09
C -1.29 2.09 -3.54
C -0.02 1.45 -3.42
C 1.19 2.35 -3.12
C 1.12 3.69 -3.64
C -0.14 4.15 -4.17
C 2.36 1.86 -2.40
C 2.54 0.48 -2.73
C 1.36 -0.40 -2.96
C 1.47 -1.81 -3.29
C 2.70 -2.31 -3.76
C 3.84 -1.43 -3.73
C 3.78 -0.07 -3.23
H -2.31 3.81 -4.44
H 2.10 4.25 -3.75
H -0.15 5.10 -4.75
H 3.30 2.50 -2.25
H 2.77 -3.39 -4.11
H 4.81 -1.82 -4.13
H 4.63 0.64 -3.37
N 0.01 0.11 -2.98
Cr -0.16 0.00 -1.07
C -2.42 1.49 -2.79
H -2.58 0.49 -3.17
H -3.32 2.08 -2.68
C 0.31 -2.68 -3.02
H -0.58 -2.46 -3.61
H 0.51 -3.75 -3.10
P -2.00 1.20 -0.98
P -0.11 -2.23 -1.22
C 1.11 -3.26 -0.30
H 0.86 -3.25 0.78
H 1.12 -4.32 -0.64
H 2.13 -2.86 -0.41
C -1.68 -3.08 -0.89
H -1.58 -4.18 -1.02
H -2.00 -2.88 0.14
H -2.45 -2.71 -1.59
C -2.23 2.79 -0.25
H -3.27 2.97 -0.56
H -2.12 2.77 0.84
H -1.53 3.52 -0.66
C -3.19 0.04 -0.69
H -2.95 -0.68 0.11
H -4.07 0.66 -0.43
H -3.34 -0.52 -1.62
C 1.51 0.66 -0.28
O 2.72 0.69 0.00
H 1.63 1.88 -1.46
C -0.92 4.07 3.35
C 0.13 3.97 2.42
C 0.42 2.71 1.88
C -0.34 1.58 2.22
C -1.27 1.69 3.27
C -1.62 2.94 3.79
Si 0.06 -0.11 1.44
C 1.49 -0.57 2.60
C 2.65 -1.22 2.15
C 3.56 -1.72 3.09
C 3.39 -1.52 4.46
C 2.27 -0.81 4.91
C 1.32 -0.36 3.98
C -1.17 -1.45 2.19
C -0.76 -2.70 2.66
C -1.68 -3.69 3.01
C -3.05 -3.39 3.02
C -3.47 -2.08 2.73
C -2.52 -1.12 2.37
H -1.15 5.05 3.79
H 0.70 4.85 2.11
H 1.27 2.62 1.17
H -1.76 0.80 3.68
H -2.42 3.01 4.52
H 2.88 -1.30 1.09
H 4.43 -2.28 2.72
H 4.10 -1.94 5.18
H 2.12 -0.61 5.97
H 0.47 0.20 4.35
H 0.31 -2.93 2.73
H -1.34 -4.69 3.27
H -3.78 -4.14 3.33
H -4.53 -1.82 2.78
H -2.88 -0.09 2.19
*
```

- ΔE to the lowest compared entry with this formula, charge and spin (eV) = 3.7519
- highest occupied orbital energy (alpha / beta) (hartree) = -0.372 / -0.374
- E_LUMO (alpha / beta) (hartree) = -0.1578 / -0.1616
- frontier orbital gap (alpha / beta) (eV) = 5.8 / 5.8
- ⟨S²⟩ = 3.84
- maximum force (eV/A) = 7.28

---

Entry 5:
The following is a DFT calculation (ωB97M-V/def2-TZVPD) of an isolated molecule of C7H14O2 at a distorted geometry.

Geometry as ORCA input:
```
! RIJCOSX wB97M-V def2-TZVPD def2/J DEFGRID3
* xyz 0 1
C 0.45 0.02 -0.17
C -1.15 -0.37 -0.67
C 0.26 0.06 1.38
C 1.36 -1.09 -0.71
C 0.77 1.36 -0.83
C -2.30 0.26 0.10
C 1.71 0.35 1.71
O -1.34 -1.76 -0.76
O 2.12 1.47 2.05
H -2.25 -1.95 -1.03
H -1.16 0.01 -1.70
H 2.33 -0.55 1.84
H -0.34 0.91 1.71
H -0.05 -0.90 1.79
H 1.21 -2.03 -0.15
H 0.61 1.32 -1.92
H 2.41 -0.82 -0.62
H 1.17 -1.29 -1.77
H 1.83 1.62 -0.71
H 0.18 2.18 -0.41
H -2.46 -0.26 1.05
H -2.15 1.33 0.27
H -3.24 0.12 -0.46
*
```

- ΔE to the lowest compared entry with this formula, charge and spin (eV) = 1.3995
- highest occupied orbital energy (hartree) = -0.340
- E_LUMO (hartree) = 0.0261
- SMILES = C[C@H](O)C(C)(C)CC=O
- frontier orbital gap (eV) = 10.0
- maximum force (eV/A) = 4.71

---

Entry 6:
The following is a DFT calculation (ωB97M-V/def2-TZVPD) of an isolated molecule of C21H30N4O4S2 at a distorted geometry.

Geometry as ORCA input:
```
! RIJCOSX wB97M-V def2-TZVPD def2/J DEFGRID3
* xyz 0 1
C -4.39 -2.37 2.22
H -4.18 -3.42 2.37
H -4.67 -2.19 1.19
H -5.17 -2.04 2.90
S -2.85 -1.48 2.60
C -3.46 0.24 2.68
C -4.10 0.78 1.40
H -4.51 1.76 1.63
H -4.93 0.14 1.10
C -3.16 0.92 0.20
C -1.94 1.74 0.46
N -1.16 1.71 1.49
N -0.05 2.40 1.18
C -0.21 2.82 -0.04
S 0.95 3.68 -0.98
C 2.39 3.02 -0.09
H 2.36 3.37 0.94
H 3.27 3.42 -0.60
C 2.37 1.49 -0.18
O 1.79 0.90 -1.06
N 3.08 0.89 0.80
C 3.31 -0.51 0.89
C 4.63 -0.95 0.88
C 4.88 -2.31 0.96
C 3.84 -3.21 1.03
C 2.53 -2.76 1.05
C 2.24 -1.40 0.99
C 0.82 -0.94 1.05
H 0.73 -0.03 1.64
H 0.46 -0.72 0.04
H 0.19 -1.71 1.48
H 1.72 -3.46 1.12
H 4.04 -4.27 1.08
H 5.90 -2.66 0.95
C 5.76 0.03 0.79
H 5.82 0.64 1.69
H 5.62 0.70 -0.06
H 6.71 -0.49 0.67
H 3.61 1.47 1.44
O -1.40 2.45 -0.55
N -2.69 -0.37 -0.27
C -2.25 -0.49 -1.57
O -2.66 0.20 -2.47
O -1.38 -1.50 -1.64
C -0.76 -1.86 -2.90
C -1.82 -2.38 -3.87
H -1.35 -2.71 -4.79
H -2.36 -3.22 -3.43
H -2.53 -1.59 -4.10
C 0.22 -2.98 -2.52
H 0.97 -2.59 -1.84
H 0.70 -3.36 -3.41
H -0.31 -3.78 -2.02
C -0.01 -0.67 -3.48
H 0.56 -0.99 -4.35
H -0.71 0.11 -3.79
H 0.67 -0.26 -2.75
H -2.20 -0.93 0.42
H -3.70 1.38 -0.64
H -4.18 0.28 3.49
H -2.58 0.83 2.93
*
```

- ΔE to the lowest compared entry with this formula, charge and spin (eV) = 0.1678
- highest occupied orbital energy (hartree) = -0.318
- E_LUMO (hartree) = 0.0182
- SMILES = CSCC[C@H](NC(=O)OC(C)(C)C)c1nnc(SCC(=O)Nc2c(C)cccc2C)o1
- frontier orbital gap (eV) = 9.2
- maximum force (eV/A) = 1.43

---

Entry 7:
The following is a DFT calculation (ωB97M-V/def2-TZVPD) of a cluster of 2 separate species, C3H2FO2 in total at a distorted geometry.

Geometry as ORCA input:
```
! RIJCOSX wB97M-V def2-TZVPD def2/J DEFGRID3
* xyz -1 1
C -0.03 -0.41 -0.28
C 1.88 0.40 -0.05
C 3.05 -0.35 0.05
O 3.84 -1.09 0.53
O 2.95 0.20 -1.15
F 1.85 1.64 0.44
H -0.58 0.62 -0.05
H -0.08 -0.41 -1.43
*
```

- ΔE to the lowest compared entry with this formula, charge and spin (eV) = 4.9544
- highest occupied orbital energy (hartree) = -0.111
- E_LUMO (hartree) = 0.1556
- frontier orbital gap (eV) = 7.2
- maximum force (eV/A) = 5.46

---

Entry 8:
The following is a DFT calculation (ωB97M-V/def2-TZVPD) of an isolated molecule of C4H7N3S at a distorted geometry.

Geometry as ORCA input:
```
! RIJCOSX wB97M-V def2-TZVPD def2/J DEFGRID3
* xyz 0 1
C 0.08 1.78 0.37
C -0.07 0.61 -0.24
C 1.90 -1.07 -0.05
C -2.29 -0.06 0.27
H 1.18 2.34 0.20
H -0.73 2.63 0.54
H 1.92 0.53 -1.12
H 3.07 -0.93 -0.10
H 0.31 -1.82 0.51
H -1.04 -1.15 -0.94
H -2.07 0.44 1.20
N 1.17 -0.06 -0.69
N 1.30 -2.12 0.49
N -1.05 -0.37 -0.30
S -3.70 -0.74 -0.16
*
```

- ΔE to the lowest compared entry with this formula, charge and spin (eV) = 3.6884
- highest occupied orbital energy (hartree) = -0.332
- E_LUMO (hartree) = -0.0157
- SMILES = [H]/N=C\NC(=C)NC=S
- frontier orbital gap (eV) = 8.6
- maximum force (eV/A) = 5.30